DFT (wB97M-V/def2-TZVPD) results for 11 unconnected molecules or ions with the total composition C26H42O44S10 at a distorted geometry.

Properties
* relative energy (zero: lowest compared OMol25 entry of this formula, charge and spin): 671.0 kJ/mol
* total charge: -2
* LUMO level: 3.1 eV
* highest occupied orbital energy: -2.8 eV
* Kohn-Sham gap: 5.83 eV
* F_max: 8.6 eV/Å

Positions of all 122 atoms, in Å:
C (1.05, -0.32, -1.37)
C (0.02, 0.20, -2.13)
C (-1.36, 0.46, -1.48)
O (-2.44, 0.50, -2.24)
C (-1.60, 0.46, -0.19)
C (-0.54, 0.07, 0.68)
C (0.87, -0.50, 0.10)
O (1.54, -1.19, 0.87)
O (-0.69, 0.03, 1.91)
O (0.23, 0.26, -3.42)
H (1.97, -0.61, -1.85)
H (-2.56, 0.56, 0.29)
C (-2.64, 1.91, 3.37)
C (-3.04, 2.73, 2.20)
O (-3.42, 3.98, 2.85)
S (-4.31, 3.64, 4.19)
O (-5.61, 3.01, 3.87)
O (-4.35, 4.73, 5.15)
O (-3.12, 2.55, 4.54)
H (-1.56, 1.79, 3.36)
H (-3.00, 0.89, 3.28)
H (-3.98, 2.34, 1.82)
H (-2.22, 2.90, 1.49)
C (3.89, -2.91, -0.53)
C (4.34, -1.59, 0.01)
O (5.65, -1.34, -0.45)
S (5.93, -2.04, -1.91)
O (7.30, -2.61, -1.86)
O (5.51, -1.21, -3.06)
O (4.76, -3.29, -1.67)
H (2.90, -2.76, -0.98)
H (3.97, -3.72, 0.18)
H (4.15, -1.46, 1.07)
H (3.89, -0.68, -0.39)
C (3.00, 2.53, -2.55)
C (3.53, 1.87, -3.89)
O (2.76, 2.41, -4.99)
S (1.77, 3.70, -4.48)
O (0.40, 3.12, -4.47)
O (2.18, 4.87, -5.25)
O (2.48, 3.78, -2.98)
H (3.85, 2.71, -1.90)
H (2.23, 1.97, -2.02)
H (3.37, 0.81, -3.72)
H (4.59, 2.07, -4.03)
C (3.50, 1.00, 4.46)
C (2.64, 1.51, 3.26)
O (3.46, 2.45, 2.67)
S (5.03, 1.80, 2.66)
O (6.06, 2.81, 2.76)
O (5.26, 0.69, 1.74)
O (4.80, 1.18, 4.18)
H (3.43, -0.07, 4.65)
H (3.31, 1.58, 5.37)
H (1.67, 1.98, 3.42)
H (2.38, 0.80, 2.47)
C (0.35, -1.38, 4.57)
C (0.95, -2.32, 3.58)
O (1.32, -3.39, 4.41)
S (2.10, -2.84, 5.76)
O (3.46, -2.60, 5.47)
O (1.73, -3.63, 6.93)
O (1.19, -1.43, 5.77)
H (-0.56, -1.85, 4.93)
H (0.24, -0.32, 4.35)
H (1.90, -2.01, 3.15)
H (0.19, -2.54, 2.83)
C (-6.17, -0.83, -0.19)
C (-5.62, 0.62, -0.51)
O (-6.34, 1.49, 0.30)
S (-7.80, 0.82, 0.72)
O (-9.04, 1.46, 0.27)
O (-7.71, 0.62, 2.16)
O (-7.55, -0.59, -0.08)
H (-5.63, -1.27, 0.64)
H (-6.01, -1.51, -1.02)
H (-5.75, 0.80, -1.58)
H (-4.53, 0.73, -0.50)
C (3.99, -1.12, -6.03)
C (3.23, -2.45, -5.83)
O (1.94, -2.31, -6.38)
S (1.64, -0.85, -6.99)
O (0.53, -0.25, -6.23)
O (1.56, -0.85, -8.50)
O (3.05, -0.20, -6.59)
H (4.81, -1.20, -6.75)
H (4.32, -0.73, -5.07)
H (3.17, -2.67, -4.77)
H (3.66, -3.39, -6.19)
C (-3.38, -2.35, 5.53)
C (-3.09, -2.20, 4.03)
O (-4.36, -2.35, 3.41)
S (-5.64, -2.43, 4.40)
O (-6.51, -3.50, 4.05)
O (-6.18, -1.07, 4.57)
O (-4.60, -2.83, 5.69)
H (-3.52, -1.33, 5.90)
H (-2.67, -2.96, 6.08)
H (-2.51, -3.03, 3.62)
H (-2.67, -1.24, 3.71)
C (-1.41, -4.05, -3.23)
C (-0.08, -3.26, -3.02)
O (0.21, -2.76, -4.28)
S (-1.13, -2.57, -5.29)
O (-0.86, -2.95, -6.69)
O (-1.96, -1.42, -4.94)
O (-1.75, -3.88, -4.62)
H (-2.28, -3.57, -2.78)
H (-1.30, -5.07, -2.88)
H (0.73, -3.87, -2.62)
H (-0.18, -2.43, -2.32)
C (0.47, 3.60, 0.26)
C (0.80, 4.95, -0.44)
O (-0.04, 5.14, -1.57)
S (-1.34, 4.15, -1.46)
O (-1.85, 3.73, -2.79)
O (-2.37, 4.59, -0.51)
O (-0.28, 3.06, -0.80)
H (-0.16, 3.77, 1.13)
H (1.39, 3.10, 0.59)
H (1.86, 4.91, -0.72)
H (0.81, 5.75, 0.30)

=====

DFT (wB97M-V/def2-TZVPD) results for 7 unconnected molecules or ions with the total composition H14O7 at a distorted geometry.

Properties
* relative energy (zero: lowest compared OMol25 entry of this formula, charge and spin): 192.9 kJ/mol
* LUMO level: 0.0 eV
* SMILES string: O.O.O.O.O.O.O
* highest occupied orbital energy: -10.8 eV
* Kohn-Sham gap: 10.81 eV
* F_max: 2.8 eV/Å

Positions of all 21 atoms, in Å:
O (-15.58, 3.60, -15.92)
H (-15.74, 2.88, -15.32)
H (-15.14, 4.27, -15.41)
O (-16.45, 0.70, -16.95)
H (-16.12, 1.39, -17.46)
H (-15.69, 0.32, -16.49)
O (-18.52, 4.21, -14.32)
H (-17.97, 3.48, -13.99)
H (-19.34, 4.18, -13.88)
O (-18.63, 1.68, -15.61)
H (-18.01, 1.30, -16.17)
H (-18.52, 2.61, -15.77)
O (-16.18, -1.82, -17.27)
H (-16.61, -1.01, -17.45)
H (-15.34, -1.85, -17.73)
O (-18.54, -0.24, -13.51)
H (-18.55, 0.60, -13.91)
H (-18.20, -0.13, -12.63)
O (-17.81, 5.99, -16.22)
H (-18.70, 6.23, -16.46)
H (-17.93, 5.22, -15.65)

=====

DFT (wB97M-V/def2-TZVPD) results for 11 unconnected molecules or ions with the total composition C37H103O36P7 at a distorted geometry.

Properties
* LUMO level: 0.4 eV
* SMILES string: COP(=O)(OC)OC.COP(=O)(OC)OC.COP(=O)(OC)OC.COP(=O)(OC)OC.COP(=O)(OC)OC.COP(=O)(OC)OC.COP(=O)(OC)OC.COCCOC.COCCOC.COCCOC.COCCOC
* highest occupied orbital energy: -9.1 eV
* Kohn-Sham gap: 9.55 eV
* F_max: 3.4 eV/Å

Positions of all 183 atoms, in Å:
C (0.90, 0.00, -4.47)
O (-0.30, 0.76, -4.27)
P (-0.72, 1.80, -5.33)
O (-2.15, 2.10, -5.11)
O (0.26, 3.04, -5.33)
C (0.32, 3.63, -3.99)
O (-0.43, 1.27, -6.82)
C (-1.48, 0.54, -7.40)
H (1.23, -0.42, -3.54)
H (1.77, 0.63, -4.84)
H (0.72, -0.84, -5.18)
H (0.61, 4.66, -4.10)
H (1.14, 3.14, -3.49)
H (-0.65, 3.52, -3.45)
H (-1.24, -0.53, -7.48)
H (-1.66, 1.02, -8.43)
H (-2.34, 0.59, -6.71)
C (-4.10, 4.25, -5.50)
O (-4.24, 5.29, -4.44)
P (-4.07, 4.85, -2.93)
O (-2.68, 4.84, -2.47)
O (-4.84, 3.43, -2.86)
C (-3.99, 2.23, -2.62)
O (-5.05, 5.89, -2.32)
C (-6.34, 6.24, -2.83)
H (-3.03, 4.16, -5.70)
H (-4.60, 4.63, -6.37)
H (-4.35, 3.29, -5.10)
H (-3.09, 2.50, -2.07)
H (-3.71, 1.78, -3.61)
H (-4.57, 1.53, -2.03)
H (-7.02, 5.49, -2.66)
H (-6.34, 6.55, -3.89)
H (-6.66, 7.02, -2.16)
C (4.09, 2.16, -5.51)
O (3.48, 2.18, -4.24)
P (4.26, 2.79, -2.95)
O (5.73, 3.00, -3.03)
O (3.89, 1.76, -1.80)
C (4.12, 0.39, -1.80)
O (3.37, 4.08, -2.71)
C (3.57, 4.69, -1.42)
H (5.20, 2.35, -5.44)
H (3.70, 2.98, -6.13)
H (3.88, 1.22, -6.05)
H (3.40, -0.12, -1.12)
H (5.10, 0.23, -1.35)
H (4.28, -0.07, -2.78)
H (2.91, 4.22, -0.75)
H (3.30, 5.73, -1.58)
H (4.60, 4.57, -1.06)
C (-1.52, -3.46, -6.30)
O (-0.34, -4.20, -6.13)
P (0.38, -4.57, -4.75)
O (0.40, -5.93, -4.17)
O (1.91, -3.97, -4.92)
C (2.97, -4.84, -5.32)
O (-0.24, -3.47, -3.82)
C (0.12, -3.57, -2.42)
H (-2.35, -4.13, -6.41)
H (-1.31, -2.94, -7.26)
H (-1.74, -2.69, -5.54)
H (2.95, -5.27, -6.36)
H (2.96, -5.70, -4.64)
H (3.85, -4.20, -5.21)
H (-0.70, -3.10, -1.82)
H (1.09, -3.09, -2.41)
H (0.15, -4.59, -2.12)
C (0.78, 8.71, 2.28)
O (0.46, 7.37, 2.14)
P (0.60, 6.63, 0.73)
O (1.78, 6.80, -0.15)
O (0.53, 5.21, 1.26)
C (0.23, 4.05, 0.44)
O (-0.75, 7.16, 0.07)
C (-0.82, 7.12, -1.35)
H (0.00, 9.27, 1.68)
H (1.77, 8.92, 2.06)
H (0.51, 8.92, 3.30)
H (-0.85, 3.99, 0.34)
H (0.63, 3.20, 0.98)
H (0.82, 4.10, -0.48)
H (0.17, 7.31, -1.81)
H (-1.48, 7.83, -1.83)
H (-1.26, 6.22, -1.65)
C (-0.71, -5.12, 1.31)
O (-1.04, -5.55, 2.69)
P (-1.58, -4.41, 3.63)
O (-1.71, -3.05, 3.10)
O (-2.90, -5.10, 4.24)
C (-3.63, -4.43, 5.25)
O (-0.53, -4.36, 4.86)
C (-0.20, -5.53, 5.58)
H (-0.02, -5.86, 0.92)
H (-0.26, -4.13, 1.20)
H (-1.65, -5.13, 0.72)
H (-4.68, -4.61, 5.09)
H (-3.40, -3.34, 5.28)
H (-3.42, -4.83, 6.26)
H (-1.08, -5.87, 6.13)
H (0.62, -5.41, 6.27)
H (0.15, -6.35, 4.90)
C (0.46, -1.12, 3.30)
O (0.38, -0.41, 2.09)
P (1.32, -0.73, 0.90)
O (1.24, -2.15, 0.48)
O (0.85, 0.36, -0.14)
C (-0.60, 0.52, -0.38)
O (2.85, -0.36, 1.18)
C (2.98, 1.07, 1.53)
H (0.94, -0.50, 4.06)
H (1.10, -1.94, 3.28)
H (-0.50, -1.39, 3.63)
H (-1.16, -0.46, -0.31)
H (-0.73, 0.91, -1.38)
H (-1.04, 1.22, 0.35)
H (3.98, 1.16, 1.91)
H (2.21, 1.41, 2.21)
H (2.96, 1.68, 0.65)
C (-0.57, -1.57, 7.12)
O (-0.80, -0.26, 7.44)
C (-2.19, 0.22, 7.42)
C (-2.13, 1.63, 6.91)
O (-2.01, 1.81, 5.49)
C (-3.20, 2.25, 4.82)
H (0.48, -1.80, 6.94)
H (-1.08, -1.94, 6.22)
H (-0.89, -2.22, 7.99)
H (-2.64, 0.10, 8.36)
H (-2.83, -0.34, 6.76)
H (-1.34, 2.18, 7.45)
H (-3.02, 2.25, 7.26)
H (-3.01, 2.40, 3.75)
H (-3.49, 3.15, 5.34)
H (-4.09, 1.53, 4.98)
C (2.55, -6.45, -0.77)
O (3.05, -6.24, 0.50)
C (3.10, -4.90, 1.01)
C (4.19, -4.04, 0.50)
O (5.47, -4.35, 1.04)
C (6.07, -5.49, 0.36)
H (2.93, -5.80, -1.61)
H (1.44, -6.29, -0.81)
H (2.66, -7.46, -1.13)
H (3.36, -4.94, 2.11)
H (2.08, -4.51, 0.98)
H (3.97, -2.98, 0.91)
H (4.29, -4.06, -0.56)
H (7.09, -5.43, 0.71)
H (6.01, -5.30, -0.73)
H (5.64, -6.43, 0.72)
C (4.35, -1.80, 4.48)
O (3.64, -0.54, 4.47)
C (3.53, -0.01, 5.72)
C (2.46, 1.00, 5.76)
O (2.68, 2.05, 4.88)
C (1.46, 2.74, 4.64)
H (5.21, -1.59, 5.06)
H (4.69, -2.12, 3.50)
H (3.76, -2.55, 4.89)
H (4.47, 0.41, 6.07)
H (3.24, -0.73, 6.50)
H (2.29, 1.43, 6.74)
H (1.50, 0.63, 5.44)
H (0.57, 2.09, 4.42)
H (1.66, 3.31, 3.71)
H (1.23, 3.44, 5.45)
C (-4.67, -0.67, 1.74)
O (-4.85, -1.32, 0.51)
C (-4.05, -2.44, 0.38)
C (-4.38, -3.00, -1.02)
O (-3.57, -2.10, -1.92)
C (-3.67, -2.39, -3.27)
H (-5.03, -1.16, 2.64)
H (-5.14, 0.33, 1.68)
H (-3.60, -0.47, 1.84)
H (-4.27, -3.11, 1.24)
H (-2.95, -2.22, 0.31)
H (-5.42, -2.88, -1.17)
H (-4.05, -4.02, -1.19)
H (-3.57, -3.45, -3.43)
H (-2.95, -1.75, -3.79)
H (-4.64, -2.17, -3.72)

=====

DFT (wB97M-V/def2-TZVPD) results for a molecular structure, C3H8O at a distorted geometry.

Properties
* relative energy (zero: lowest compared OMol25 entry of this formula, charge and spin): 208.4 kJ/mol
* LUMO level: 1.2 eV
* highest occupied orbital energy: -9.9 eV
* Kohn-Sham gap: 11.12 eV
* F_max: 3.8 eV/Å

Positions of all 12 atoms, in Å:
C (-1.79, 0.10, 0.01)
C (-0.32, -0.32, 0.20)
O (0.47, 0.75, -0.15)
C (1.78, 0.32, -0.17)
H (-1.91, 0.61, -0.95)
H (-2.43, -0.78, 0.02)
H (-2.19, 0.80, 0.78)
H (0.34, -1.28, -0.49)
H (-0.11, -0.66, 1.22)
H (1.64, -0.81, -0.68)
H (2.36, 1.16, -0.61)
H (2.17, 0.10, 0.84)

=====

DFT (wB97M-V/def2-TZVPD) results for a gas-phase ion, C8H10FO4S (charge -1) at a distorted geometry.

Properties
* total charge: -1
* multiplicity: 3
* LUMO level (alpha / beta): 3.4 / 0.8 eV
* highest occupied orbital energy (alpha / beta): -2.3 / -5.3 eV
* Kohn-Sham gap (alpha / beta): 5.62 / 6.03 eV
* F_max: 8.8 eV/Å

Positions of all 24 atoms, in Å:
C (1.96, 0.10, 0.57)
C (-1.46, -0.61, 0.27)
C (-0.64, -0.60, -0.78)
C (1.34, 1.05, -0.18)
C (-0.83, 1.87, -1.30)
C (-2.36, -1.82, 0.61)
C (1.48, 2.47, -0.16)
C (0.11, 0.63, -1.02)
O (-0.95, 2.07, -2.49)
O (-1.27, 2.45, -0.30)
O (1.49, -0.84, -2.75)
O (1.68, 1.52, -3.10)
F (-0.29, 0.08, -3.96)
S (0.85, 0.46, -2.71)
H (1.97, -1.03, 0.71)
H (2.67, 0.61, 1.25)
H (-1.30, 0.01, 1.10)
H (-0.44, -1.34, -1.49)
H (-3.36, -1.77, 0.40)
H (-2.34, -2.00, 1.72)
H (-1.95, -2.71, 0.13)
H (1.39, 2.95, -1.13)
H (2.39, 2.76, 0.36)
H (0.54, 2.69, 0.33)

=====

DFT (wB97M-V/def2-TZVPD) results for 6 unconnected molecules or ions with the total composition C42H41BrF5N3O3S2 at a distorted geometry.

Properties
* LUMO level: -1.5 eV
* SMILES string: C[C@H](O)COc1c(C[C@H](O)CN)c(Br)c(S)c2nsnc12.Fc1ccccc1.Fc1ccccc1.Fc1ccccc1.Fc1ccccc1.Fc1ccccc1
* highest occupied orbital energy: -8.1 eV
* Kohn-Sham gap: 6.69 eV
* F_max: 5.3 eV/Å

Positions of all 97 atoms, in Å:
C (-3.30, 2.39, 1.43)
C (-2.82, 1.20, 0.46)
O (-3.69, 0.02, 0.52)
C (-1.29, 0.74, 0.66)
O (-0.82, 0.76, 2.04)
C (0.51, 0.20, 2.00)
C (0.81, -1.21, 2.64)
C (-0.29, -2.12, 3.36)
C (-0.61, -1.72, 4.88)
O (0.03, -0.43, 5.17)
C (-0.08, -2.75, 6.00)
N (-0.05, -4.19, 5.59)
C (2.32, -1.76, 2.56)
Br (2.83, -3.51, 3.40)
C (3.47, -0.97, 1.84)
S (5.23, -1.58, 1.73)
C (3.17, 0.44, 1.15)
N (4.11, 1.27, 0.41)
S (3.19, 2.66, -0.08)
N (1.64, 2.26, 0.59)
C (1.69, 0.99, 1.28)
H (-3.62, 1.98, 2.45)
H (-4.25, 2.84, 0.94)
H (-2.53, 3.24, 1.53)
H (-2.91, 1.60, -0.62)
H (-3.40, -0.54, -0.24)
H (-1.23, -0.37, 0.32)
H (-0.65, 1.34, -0.07)
H (-1.27, -1.95, 2.76)
H (0.00, -3.21, 3.18)
H (-1.75, -1.55, 5.04)
H (-0.45, 0.01, 5.92)
H (-0.83, -2.69, 6.88)
H (0.93, -2.42, 6.46)
H (-0.72, -4.40, 4.84)
H (0.91, -4.50, 5.34)
H (5.40, -2.69, 2.55)
F (-4.60, -1.45, -2.36)
C (-5.77, -0.84, -2.61)
C (-6.83, -1.58, -3.13)
C (-8.04, -0.95, -3.38)
C (-8.18, 0.42, -3.12)
C (-7.12, 1.15, -2.61)
C (-5.91, 0.51, -2.34)
H (-6.69, -2.63, -3.33)
H (-8.87, -1.51, -3.78)
H (-9.13, 0.91, -3.33)
H (-7.23, 2.21, -2.41)
H (-5.07, 1.06, -1.93)
F (-2.15, 3.32, 7.15)
C (-1.34, 3.76, 6.17)
C (-0.61, 4.92, 6.36)
C (0.23, 5.37, 5.35)
C (0.31, 4.66, 4.15)
C (-0.44, 3.51, 3.97)
C (-1.27, 3.05, 4.99)
H (-0.69, 5.46, 7.30)
H (0.82, 6.27, 5.49)
H (0.96, 5.02, 3.35)
H (-0.38, 2.96, 3.03)
H (-1.85, 2.14, 4.86)
F (6.91, 0.04, -5.05)
C (6.44, -0.80, -4.11)
C (6.25, -2.14, -4.43)
C (5.77, -3.01, -3.46)
C (5.48, -2.53, -2.18)
C (5.68, -1.19, -1.87)
C (6.17, -0.32, -2.84)
H (6.47, -2.49, -5.43)
H (5.62, -4.06, -3.69)
H (5.11, -3.21, -1.42)
H (5.45, -0.82, -0.88)
H (6.33, 0.73, -2.62)
F (-7.27, -6.86, -3.75)
C (-6.47, -6.43, -4.73)
C (-5.73, -5.27, -4.55)
C (-4.90, -4.82, -5.57)
C (-4.83, -5.53, -6.77)
C (-5.59, -6.68, -6.95)
C (-6.41, -7.14, -5.92)
H (-5.80, -4.73, -3.61)
H (-4.31, -3.93, -5.43)
H (-4.19, -5.17, -7.57)
H (-5.54, -7.23, -7.89)
H (-7.00, -8.04, -6.04)
F (5.59, 3.27, -0.87)
C (6.40, 4.32, -1.10)
C (7.39, 4.62, -0.19)
C (8.24, 5.70, -0.43)
C (8.06, 6.48, -1.57)
C (7.05, 6.17, -2.48)
C (6.22, 5.08, -2.25)
H (7.51, 4.01, 0.70)
H (9.03, 5.94, 0.28)
H (8.72, 7.33, -1.76)
H (6.92, 6.78, -3.37)
H (5.43, 4.82, -2.95)

=====

DFT (wB97M-V/def2-TZVPD) results for a single C7H8F2N2 molecule at a distorted geometry.

Properties
* relative energy (zero: lowest compared OMol25 entry of this formula, charge and spin): 23.8 kJ/mol
* LUMO level: 1.0 eV
* SMILES string: NN[C@@H](F)c1ccccc1F
* highest occupied orbital energy: -9.3 eV
* Kohn-Sham gap: 10.33 eV
* F_max: 4.0 eV/Å

Positions of all 19 atoms, in Å:
N (0.38, -3.36, -0.83)
N (0.75, -2.04, -0.29)
C (-0.37, -1.30, 0.09)
F (-0.92, -1.76, 1.21)
C (-0.17, 0.21, 0.18)
C (-0.30, 0.85, 1.40)
C (-0.10, 2.18, 1.38)
C (0.18, 2.91, 0.22)
C (0.36, 2.20, -1.03)
C (0.12, 0.86, -0.99)
F (0.13, 0.19, -2.13)
H (-0.16, -3.73, -0.10)
H (-0.04, -3.25, -1.78)
H (1.48, -2.16, 0.37)
H (-1.22, -1.50, -0.58)
H (-0.69, 0.41, 2.29)
H (-0.28, 2.71, 2.34)
H (0.43, 3.96, 0.30)
H (0.43, 2.62, -2.03)